44
Properties=species:S:1:pos:R:3:nbo_charge:R:1 method="wB97M-V/def2-TZVPD" charge=-2 relative_energy_kcal_mol=38.6 energy_ev=-170020.59257
B 2.074 -19.674 -13.395 1.362
F 3.408 -20.217 -13.239 -0.617
F 2.158 -18.430 -14.046 -0.575
F 1.284 -20.573 -14.139 -0.588
F 1.596 -19.642 -12.070 -0.581
C -0.685 -16.616 -15.161 -0.631
C -1.596 -17.229 -14.108 -0.026
O -0.862 -17.745 -13.085 -0.895
H 0.109 -17.251 -15.556 0.219
H -0.153 -15.780 -14.695 0.180
H -1.273 -16.297 -16.044 0.113
H -2.160 -18.063 -14.601 0.059
H -2.377 -16.484 -13.811 0.034
C -5.518 -18.048 -13.962 -0.449
C -5.712 -19.022 -15.107 -0.440
C -4.878 -20.290 -14.780 -0.077
O -4.185 -19.960 -13.561 -0.509
C -4.857 -18.928 -12.908 -0.052
H -6.470 -17.633 -13.625 0.187
H -4.856 -17.187 -14.068 0.239
H -5.312 -18.741 -16.084 0.208
H -6.770 -19.225 -15.291 0.189
H -4.061 -20.363 -15.495 0.197
H -5.429 -21.209 -14.567 0.157
H -4.206 -18.435 -12.188 0.222
H -5.709 -19.355 -12.336 0.107
Br -4.817 -14.366 -19.705 -0.065
C -3.970 -16.039 -19.049 -0.410
C -3.681 -15.892 -17.564 -0.460
Br -5.216 -15.435 -16.425 -0.021
H -3.109 -16.194 -19.690 0.231
H -4.658 -16.870 -19.205 0.214
H -2.995 -15.051 -17.494 0.228
H -3.249 -16.782 -17.111 0.261
N -0.284 -12.691 -11.267 -0.516
C 0.892 -11.971 -11.415 -0.109
C 1.452 -12.333 -12.635 -0.307
C 0.592 -13.279 -13.210 -0.293
C -0.456 -13.506 -12.366 -0.045
H -0.815 -12.674 -10.420 0.400
H 1.141 -11.197 -10.709 0.188
H 2.378 -11.975 -13.054 0.207
H 0.649 -13.663 -14.215 0.232
H -1.367 -14.034 -12.591 0.233